Entry 1:
This record from the Open Molecules 2025 dataset describes a cluster of 8 separate species, C33H54F30N8O21S10 in total in a non-equilibrium geometry. The level of theory is the ωB97M-V functional and the def2-TZVPD basis.

Positions of all 156 atoms, in Å:
C -8.53 7.76 -2.36
C -7.16 7.45 -1.85
C -7.24 6.56 -0.62
N -5.92 6.29 0.18
C -6.13 5.15 1.24
C -4.76 4.88 2.03
C -4.22 6.13 2.78
C -4.10 7.41 1.88
C -5.45 7.56 1.07
C -4.85 5.89 -0.89
H -9.14 6.86 -2.52
H -8.57 8.22 -3.34
H -9.05 8.42 -1.66
H -6.65 8.36 -1.54
H -6.61 6.83 -2.56
H -7.72 5.64 -0.95
H -7.96 6.91 0.13
H -6.99 5.41 1.86
H -6.37 4.20 0.75
H -4.89 4.04 2.72
H -4.03 4.34 1.44
H -4.93 6.57 3.48
H -3.30 5.83 3.28
H -3.96 8.38 2.36
H -3.23 7.29 1.24
H -6.28 7.90 1.69
H -5.54 8.41 0.39
H -4.71 6.82 -1.44
H -5.11 5.06 -1.54
H -3.93 5.77 -0.33
C 9.34 -1.07 4.36
C 8.80 -1.70 3.06
C 9.01 -0.78 1.85
N 8.42 -1.36 0.56
C 8.56 -0.28 -0.51
C 8.45 -0.84 -1.89
C 9.27 -2.08 -2.14
C 9.08 -3.23 -1.09
C 9.20 -2.75 0.34
C 6.86 -1.56 0.75
H 9.29 -1.75 5.21
H 8.82 -0.14 4.59
H 10.39 -0.79 4.24
H 7.74 -1.95 3.17
H 9.35 -2.64 3.04
H 10.06 -0.72 1.58
H 8.67 0.24 1.99
H 9.48 0.25 -0.27
H 7.71 0.37 -0.27
H 8.83 -0.12 -2.62
H 7.43 -1.02 -2.20
H 10.33 -1.82 -2.13
H 9.02 -2.55 -3.09
H 9.81 -4.01 -1.32
H 8.16 -3.82 -1.18
H 10.24 -2.65 0.65
H 8.69 -3.55 0.88
H 6.55 -2.28 1.50
H 6.47 -1.98 -0.17
H 6.39 -0.62 1.06
C -1.03 -1.70 -1.11
N -0.99 -2.24 0.36
C -1.48 -3.67 0.28
C 0.47 -2.13 0.74
C -1.82 -1.23 1.18
C -1.70 -1.50 2.72
O -2.54 -2.58 3.08
H -0.40 -2.27 -1.79
H -0.59 -0.70 -1.20
H -2.03 -1.75 -1.54
H -2.56 -3.70 0.11
H -1.16 -4.07 1.24
H -0.87 -4.09 -0.53
H 0.46 -2.31 1.82
H 0.89 -1.16 0.47
H 0.98 -2.97 0.27
H -2.85 -1.40 0.86
H -1.49 -0.25 0.87
H -2.00 -0.64 3.32
H -0.72 -1.71 3.16
H -3.44 -2.26 3.24
C 4.56 3.64 2.82
F 5.69 3.52 2.12
F 4.37 2.52 3.62
F 4.57 4.68 3.65
S 3.09 3.71 1.47
O 1.94 3.04 2.09
O 2.76 5.09 1.12
N 3.73 2.75 0.19
S 2.88 3.30 -0.98
O 1.45 2.99 -0.86
O 3.16 4.72 -1.42
C 3.55 2.28 -2.48
F 4.68 2.86 -2.88
F 3.59 1.01 -2.05
F 2.66 2.23 -3.53
C 3.07 -6.57 5.13
F 3.12 -6.60 3.85
F 1.93 -6.01 5.55
F 3.31 -7.80 5.56
S 4.41 -5.32 5.69
O 5.70 -5.64 5.10
O 3.86 -4.10 5.13
N 4.25 -5.56 7.37
S 5.15 -4.44 7.88
O 6.57 -4.74 7.75
O 4.77 -3.05 7.59
C 4.73 -4.47 9.78
F 3.42 -4.72 10.00
F 5.44 -5.50 10.34
F 5.12 -3.32 10.29
C -4.40 0.45 -7.97
F -3.64 -0.59 -7.48
F -3.68 1.49 -8.51
F -5.27 -0.04 -8.89
S -5.50 1.24 -6.51
O -5.47 0.29 -5.42
O -5.02 2.58 -6.12
N -7.02 1.46 -7.36
S -7.94 1.86 -6.18
O -8.44 0.77 -5.26
O -7.52 3.14 -5.53
C -9.69 2.34 -7.23
F -9.55 3.60 -7.75
F -9.96 1.42 -8.19
F -10.65 2.31 -6.28
C -7.57 -1.49 2.27
F -7.43 -0.23 2.02
F -8.67 -1.91 1.61
F -6.55 -2.19 1.84
S -7.68 -1.81 4.29
O -9.08 -1.57 4.57
O -7.19 -3.22 4.46
N -6.47 -0.74 4.93
S -7.31 0.07 5.90
O -8.07 1.16 5.34
O -8.04 -0.76 6.84
C -5.89 0.89 6.94
F -4.69 0.39 6.67
F -5.71 2.22 6.69
F -6.23 0.63 8.21
C 1.85 -7.21 -10.52
F 0.84 -7.31 -11.44
F 2.44 -8.37 -10.36
F 2.72 -6.25 -10.97
S 1.13 -6.47 -8.88
O 0.40 -5.29 -9.26
O 0.34 -7.58 -8.29
N 2.62 -6.31 -8.00
S 2.43 -5.01 -7.25
O 2.59 -3.84 -8.12
O 1.15 -5.10 -6.45
C 3.78 -5.07 -5.88
F 4.27 -6.23 -5.73
F 4.78 -4.27 -6.34
F 3.23 -4.77 -4.70

- net charge = -2
- orbital gap (eV) = 6.723
- highest occupied orbital energy (eV) = -5.27

---

Entry 2:
This record from the Open Molecules 2025 dataset describes a structure of composition C45H38AuBrNOP2 in a non-equilibrium geometry. The level of theory is the ωB97M-V functional and the def2-TZVPD basis.

Positions of all 89 atoms, in Å:
Au -0.47 0.66 0.85
C 2.87 -5.10 -1.44
C 2.17 -3.90 -2.06
C 2.34 -4.17 -3.60
C 0.70 -3.86 -1.71
C -0.21 -4.75 -2.23
C -1.59 -4.53 -2.07
C -2.08 -3.41 -1.42
C -1.20 -2.54 -0.76
P -1.84 -1.08 0.02
C -2.82 -0.24 -1.24
C -3.73 0.78 -0.85
C -4.33 1.59 -1.82
C -4.12 1.35 -3.17
C -3.26 0.33 -3.57
C -2.60 -0.42 -2.61
C -2.99 -1.55 1.36
C -2.58 -1.54 2.71
C -3.40 -2.15 3.68
C -4.69 -2.55 3.32
C -5.12 -2.43 2.00
C -4.27 -1.93 1.02
C 0.20 -2.85 -0.86
O 1.11 -2.12 -0.13
C 2.25 -1.69 -0.78
C 2.71 -0.38 -0.49
C 3.87 -0.01 -1.11
C 4.59 -0.95 -1.86
C 4.12 -2.21 -2.13
C 2.87 -2.60 -1.65
P 1.88 0.74 0.67
C 2.85 0.74 2.21
C 3.91 1.62 2.45
C 4.65 1.50 3.63
C 4.38 0.49 4.54
C 3.32 -0.38 4.31
C 2.62 -0.31 3.11
C 2.08 2.42 -0.04
C 2.21 2.59 -1.43
C 2.48 3.85 -1.94
C 2.55 4.95 -1.09
C 2.38 4.76 0.28
C 2.19 3.53 0.83
H 2.50 -6.02 -1.89
H 2.71 -5.16 -0.34
H 3.97 -5.02 -1.61
H 1.88 -5.14 -3.85
H 3.42 -4.22 -3.88
H 1.86 -3.37 -4.18
H 0.14 -5.58 -2.80
H -2.31 -5.23 -2.57
H -3.16 -3.23 -1.39
H -3.85 0.94 0.22
H -5.01 2.36 -1.45
H -4.59 2.00 -3.91
H -3.13 0.09 -4.63
H -1.88 -1.17 -2.91
H -1.61 -1.07 2.99
H -3.05 -2.20 4.68
H -5.34 -3.04 4.06
H -6.12 -2.75 1.78
H -4.65 -1.79 -0.03
H 4.25 0.99 -0.95
H 5.57 -0.62 -2.21
H 4.63 -2.86 -2.82
H 4.17 2.33 1.65
H 5.43 2.26 3.87
H 5.01 0.37 5.40
H 3.00 -1.08 5.07
H 1.94 -1.09 2.82
H 2.02 1.72 -2.08
H 2.69 4.01 -3.00
H 2.74 5.92 -1.50
H 2.46 5.61 0.97
H 2.03 3.33 1.90
C -2.98 5.09 -0.51
C -2.53 4.32 0.67
C -2.85 4.65 2.00
C -2.48 3.85 3.04
C -1.69 2.76 2.81
Br -1.00 1.89 4.35
N -1.41 2.38 1.53
C -1.81 3.16 0.50
H -3.85 5.71 -0.27
H -3.25 4.43 -1.35
H -2.21 5.79 -0.89
H -3.41 5.57 2.20
H -2.73 4.09 4.07
H -1.52 2.76 -0.47

- spin multiplicity = 3
- net charge = +3
- orbital gap (alpha / beta) (eV) = 6.081 / 1.792
- highest occupied orbital energy (alpha / beta) (eV) = -15.33 / -15.32

---

Entry 3:
This record from the Open Molecules 2025 dataset describes the molecule C21H27N3O6S in a non-equilibrium geometry. The level of theory is the ωB97M-V functional and the def2-TZVPD basis.

Positions of all 58 atoms, in Å:
C 5.90 1.96 3.78
C 4.88 0.89 3.43
H 5.34 -0.10 3.48
H 4.03 0.94 4.11
O 4.31 1.09 2.14
C 5.02 0.73 1.09
N 6.22 0.18 1.27
C 6.93 -0.20 0.23
C 6.51 -0.06 -1.08
C 5.26 0.51 -1.29
C 4.49 0.91 -0.21
C 3.17 1.51 -0.49
O 2.75 1.67 -1.62
O 2.50 1.87 0.59
C 1.26 2.55 0.43
H 1.10 3.10 1.37
C 0.06 1.61 0.21
O -0.82 1.51 1.03
N 0.13 0.97 -0.98
C -0.74 0.01 -1.50
C -1.71 -0.60 -0.72
C -2.55 -1.55 -1.28
C -2.44 -1.91 -2.60
C -1.46 -1.30 -3.38
C -0.61 -0.34 -2.86
C 0.42 0.31 -3.73
H 0.39 -0.11 -4.73
H 1.43 0.16 -3.33
H 0.25 1.38 -3.80
H -1.37 -1.58 -4.42
H -3.11 -2.65 -3.00
S -3.76 -2.34 -0.21
O -3.06 -3.05 0.82
O -4.66 -3.08 -1.05
N -4.48 -1.01 0.48
C -5.29 -0.22 -0.41
C -6.70 -0.73 -0.65
H -7.32 -0.63 0.23
H -7.17 -0.17 -1.46
H -6.66 -1.78 -0.93
H -5.31 0.81 -0.02
H -4.75 -0.20 -1.36
C -4.72 -1.03 1.90
C -5.73 -2.09 2.36
H -5.40 -3.07 2.00
H -5.78 -2.11 3.44
H -6.72 -1.90 1.96
H -3.76 -1.25 2.37
H -5.04 -0.03 2.20
H -1.83 -0.34 0.32
H 0.92 1.21 -1.57
H 1.33 3.25 -0.41
H 4.87 0.65 -2.29
H 7.12 -0.38 -1.90
H 7.90 -0.63 0.47
H 6.25 1.83 4.80
H 6.76 1.89 3.11
H 5.46 2.95 3.68

- SMILES string = CCOc1ncccc1C(=O)OCC(=O)Nc1cc(S(=O)(=O)N(CC)CC)ccc1C
- net charge = 0
- orbital gap (eV) = 8.621
- highest occupied orbital energy (eV) = -8.72

---

Entry 4:
This record from the Open Molecules 2025 dataset describes a structure of composition C45H34BrCl2O2S2Sn in a non-equilibrium geometry. The level of theory is the ωB97M-V functional and the def2-TZVPD basis.

Positions of all 87 atoms, in Å:
Sn -1.49 -0.42 3.39
C -6.46 1.88 -5.18
C -5.39 1.45 -4.23
C -5.61 0.32 -3.40
C -4.63 -0.12 -2.48
C -3.39 0.54 -2.51
C -3.16 1.64 -3.40
C -4.17 2.07 -4.23
S -2.27 -0.02 -1.35
O -1.52 -1.45 -1.85
C -0.80 0.89 -1.64
C -0.70 2.28 -1.48
C 0.57 2.85 -1.63
C 1.69 2.02 -1.99
C 3.00 2.55 -2.20
C 4.04 1.75 -2.54
C 3.90 0.37 -2.78
C 2.63 -0.20 -2.62
C 1.52 0.63 -2.26
C 0.23 0.12 -2.06
C -0.08 -1.37 -2.07
C 0.26 -1.98 -3.43
C -0.12 -1.39 -4.58
C 0.21 -1.92 -5.84
C 0.97 -3.07 -5.91
C 1.31 -3.77 -4.80
C 0.93 -3.26 -3.55
C 1.41 -3.83 -2.36
C 1.26 -3.24 -1.11
C 0.64 -2.07 -0.92
S 0.92 -0.97 0.56
O -0.46 -0.60 1.05
C 1.61 -2.15 1.59
C 0.79 -3.13 2.16
C 1.34 -4.04 3.01
C 2.66 -3.95 3.41
C 3.16 -4.75 4.55
C 3.50 -3.06 2.73
C 2.97 -2.16 1.78
H -7.26 1.13 -5.26
H -6.08 2.13 -6.16
H -6.96 2.81 -4.83
H -6.58 -0.18 -3.38
H -4.87 -0.94 -1.81
H -2.19 2.14 -3.53
H -4.01 2.90 -4.95
H -1.53 2.84 -1.19
H 0.80 3.84 -1.26
H 3.14 3.61 -2.00
H 5.04 2.23 -2.63
H 4.76 -0.30 -3.10
H 2.44 -1.26 -2.88
H -0.69 -0.45 -4.50
H -0.12 -1.33 -6.73
H 1.27 -3.34 -6.89
H 1.90 -4.67 -4.74
H 1.94 -4.77 -2.54
H 1.76 -3.77 -0.28
H -0.23 -3.21 1.90
H 0.73 -4.81 3.39
H 3.50 -4.07 5.37
H 3.95 -5.41 4.25
H 2.35 -5.36 4.96
H 4.58 -3.08 2.96
H 3.62 -1.39 1.38
Br -2.94 1.53 1.80
C -2.37 2.99 2.87
C -3.06 4.19 2.65
C -2.64 5.28 3.39
C -1.71 5.14 4.40
C -1.09 3.94 4.63
C -0.03 3.80 5.56
C 0.63 2.65 5.73
C 0.19 1.51 5.02
C -0.85 1.54 4.12
C -1.45 2.81 3.85
H -3.84 4.26 1.84
H -3.05 6.26 3.27
H -1.40 6.00 4.96
H 0.25 4.71 6.08
H 1.52 2.65 6.34
H 0.71 0.54 5.22
Cl 3.00 -0.69 5.04
C 3.82 -0.66 6.60
Cl 2.89 -1.27 7.95
H 4.12 0.36 6.80
H 4.74 -1.24 6.52

- net charge = +3
- orbital gap (eV) = 4.045
- highest occupied orbital energy (eV) = -14.71

---

ΔE to the lowest compared entry with this formula, charge and spin
In order: 1250.49 192.82 79.12 89.75
Unit: kJ/mol